No. 1
# C28H48CaF6O24P

C28H48CaF6O24P as an isolated structure (ωB97M-V/def2-TZVPD, OMol25).

Summary:
- Electronic energy: -4519.73587 Eh
- Total charge: +1
- LUMO: -4.08 eV
- Orbital gap: 7.8 eV

Atoms and positions in Å:
Ca  -19.338  -16.126  -2.787
P  -18.662  -15.004  -6.022
F  -17.908  -15.611  -4.629
F  -19.908  -14.841  -5.021
F  -18.204  -13.550  -5.516
F  -19.577  -14.299  -7.182
F  -17.380  -15.079  -7.013
F  -19.209  -16.449  -6.623
C  -14.588  -15.441  -9.003
C  -13.323  -16.172  -9.565
C  -13.314  -17.708  -9.401
O  -12.819  -18.179  -10.601
C  -12.964  -17.255  -11.566
O  -12.761  -17.453  -12.744
O  -13.332  -16.110  -10.970
H  -14.614  -15.561  -7.920
H  -15.440  -15.914  -9.491
H  -14.470  -14.408  -9.331
H  -12.423  -15.845  -9.045
H  -14.348  -18.034  -9.294
H  -12.631  -17.996  -8.602
C  -16.855  -11.971  -7.983
C  -17.576  -10.651  -7.613
C  -17.540  -10.417  -6.108
O  -16.805  -9.232  -6.003
C  -16.732  -8.578  -7.327
O  -16.637  -7.347  -7.517
O  -16.931  -9.535  -8.220
H  -17.486  -12.825  -7.739
H  -15.816  -12.056  -7.664
H  -16.698  -12.004  -9.062
H  -18.585  -10.694  -8.024
H  -16.951  -11.218  -5.662
H  -18.558  -10.350  -5.722
C  -14.355  -14.880  -4.878
C  -13.358  -16.013  -4.970
C  -13.361  -16.764  -3.650
O  -13.250  -18.111  -3.997
C  -13.529  -18.188  -5.345
O  -13.781  -19.250  -5.984
O  -13.801  -16.986  -5.867
H  -14.185  -14.188  -4.053
H  -15.377  -15.254  -4.815
H  -14.246  -14.303  -5.797
H  -12.361  -15.627  -5.186
H  -14.261  -16.583  -3.062
H  -12.487  -16.410  -3.104
C  -23.661  -12.474  -9.619
C  -23.333  -13.902  -9.636
C  -22.018  -14.288  -9.031
O  -22.218  -15.547  -8.490
C  -23.565  -15.667  -8.348
O  -24.133  -16.586  -7.845
O  -24.219  -14.570  -8.811
H  -24.713  -12.406  -9.893
H  -23.104  -11.940  -10.389
H  -23.453  -11.932  -8.696
H  -23.355  -14.289  -10.655
H  -21.630  -13.650  -8.237
H  -21.234  -14.361  -9.784
C  -17.159  -18.816  -5.371
O  -16.690  -19.398  -4.188
C  -16.970  -18.774  -3.007
O  -17.523  -17.681  -2.946
O  -16.350  -19.464  -2.025
C  -16.188  -18.851  -0.758
H  -18.248  -18.773  -5.408
H  -16.762  -19.385  -6.211
H  -16.701  -17.827  -5.377
H  -17.155  -18.691  -0.281
H  -15.705  -17.875  -0.806
H  -15.660  -19.533  -0.091
C  -20.884  -11.528  -3.339
O  -20.367  -11.667  -1.974
C  -19.660  -12.800  -1.681
O  -19.549  -13.730  -2.483
O  -19.283  -12.740  -0.319
C  -19.620  -11.633  0.552
H  -21.781  -10.912  -3.272
H  -21.197  -12.469  -3.791
H  -20.148  -11.058  -3.991
H  -19.130  -11.818  1.508
H  -20.695  -11.511  0.690
H  -19.074  -10.748  0.228
C  -23.101  -14.740  -5.360
O  -23.629  -14.804  -4.050
C  -22.813  -15.097  -2.993
O  -21.641  -15.545  -3.097
O  -23.419  -14.641  -1.842
C  -24.507  -13.667  -1.960
H  -23.982  -14.270  -5.797
H  -22.969  -15.762  -5.714
H  -22.196  -14.135  -5.435
H  -25.483  -14.100  -2.179
H  -24.403  -12.848  -2.672
H  -24.562  -13.183  -0.984
C  -19.147  -17.374  -9.733
O  -18.497  -18.532  -9.109
C  -17.319  -18.903  -9.549
O  -16.719  -18.511  -10.550
O  -16.882  -19.951  -8.807
C  -15.655  -20.608  -9.144
H  -18.594  -16.452  -9.552
H  -20.059  -17.329  -9.138
H  -19.395  -17.407  -10.794
H  -14.834  -20.408  -8.455
H  -15.241  -20.415  -10.133
H  -15.915  -21.661  -9.034

Atomic partial charges in e from the Löwdin method, atoms 1 to 99: 1.68 0.27 -0.28 -0.21 -0.14 -0.15 -0.13 -0.14 0.01 -0.30 -0.13 0.08 -0.53 0.15 0.09 0.06 0.08 0.08 0.15 0.11 0.13 -0.02 -0.29 -0.15 0.01 -0.40 0.12 0.09 0.05 0.09 0.08 0.15 0.12 0.12 -0.01 -0.34 -0.13 0.08 -0.46 0.09 0.08 0.10 0.07 0.08 0.16 0.13 0.14 -0.02 -0.38 -0.14 0.07 -0.56 0.16 0.10 0.10 0.10 0.09 0.17 0.12 0.15 -0.03 0.02 -0.49 -0.06 0.03 -0.03 0.11 0.10 0.09 0.09 0.10 0.11 0.02 -0.01 -0.43 -0.04 -0.03 -0.02 0.10 0.08 0.09 0.10 0.10 0.10 -0.01 -0.03 -0.43 -0.07 0.01 -0.01 0.12 0.11 0.09 0.10 0.10 0.10 -0.01 0.01 -0.58

---

No. 2
# C28H48Cl2InN4O5Si

C28H48Cl2InN4O5Si as an isolated structure (ωB97M-V/def2-TZVPD, OMol25).

Summary:
- Energy relative to the best compared isomer or geometry (same formula, charge and spin): 126.3 kcal/mol
- Electronic energy: -3090.74539 Eh
- LUMO (spin up / spin down): -0.68 / -0.68 eV
- Orbital gap (spin up / spin down): 2.7 / 2.7 eV
- Expectation value of S²: 0.77
- Spin multiplicity: 2

Atoms and positions in Å:
C  -0.291  0.516  -5.873
C  -1.469  0.406  -4.940
H  -0.530  0.039  -6.830
H  0.618  0.070  -5.447
H  -0.122  1.586  -6.066
C  -2.794  0.381  -5.402
C  -3.167  -0.295  -6.655
H  -3.577  0.835  -4.804
H  -2.646  -1.266  -6.707
H  -2.937  0.258  -7.581
H  -4.245  -0.494  -6.641
In  1.814  0.686  0.099
Cl  4.040  1.677  -0.025
C  -1.237  1.288  1.045
O  -0.274  0.476  1.097
N  -2.038  1.469  2.097
C  -2.230  0.380  3.062
C  -2.882  2.655  2.207
H  -1.441  1.915  0.156
H  -1.382  -0.314  3.043
H  -3.150  -0.180  2.831
H  -2.325  0.831  4.055
H  -2.372  3.501  1.725
H  -3.030  2.860  3.274
H  -3.842  2.488  1.696
H  2.987  -0.418  5.380
H  5.230  -0.022  4.908
C  2.716  -0.880  4.432
C  5.176  -0.511  3.930
N  3.777  -0.574  3.480
H  1.754  -0.489  4.065
C  3.520  -0.521  2.186
O  2.311  -0.598  1.721
H  5.744  0.053  3.172
H  4.373  -0.366  1.531
H  2.645  -1.961  4.613
H  5.613  -1.517  4.046
H  -0.356  -2.302  -3.114
H  -3.356  -2.324  -2.290
C  -0.664  -3.124  -2.452
C  -2.925  -2.855  -1.424
N  -1.490  -2.639  -1.360
H  0.238  -3.623  -2.074
C  -0.953  -1.940  -0.334
O  0.241  -1.617  -0.272
H  -3.373  -2.470  -0.494
H  -1.684  -1.670  0.450
H  -1.286  -3.818  -3.028
H  -3.153  -3.928  -1.537
O  -1.161  -0.420  -3.766
C  -1.217  0.984  -3.503
C  -3.190  0.735  -1.897
C  -2.260  1.524  -2.610
H  -3.149  -0.355  -1.978
C  -4.172  1.334  -1.097
H  -0.243  1.476  -3.383
C  -2.292  2.929  -2.387
H  -4.901  0.711  -0.580
C  -4.226  2.725  -0.945
C  -3.271  3.523  -1.588
H  -1.549  3.545  -2.910
H  -5.002  3.183  -0.339
H  -3.286  4.609  -1.463
Si  2.845  -1.985  -2.198
Cl  1.562  0.299  -2.171
C  2.459  -3.241  -0.861
C  4.593  -1.393  -1.864
C  2.804  -2.805  -3.868
H  1.698  -2.872  -0.162
H  3.362  -3.482  -0.271
H  2.111  -4.179  -1.330
H  1.884  -3.409  -4.009
H  3.687  -3.491  -3.898
H  2.916  -2.071  -4.692
H  4.848  -1.443  -0.796
H  4.757  -0.347  -2.163
H  5.290  -2.067  -2.390
O  0.868  2.659  0.202
N  1.416  3.262  1.284
C  2.234  4.301  0.973
C  3.145  4.722  1.923
C  3.124  4.142  3.196
C  2.200  3.141  3.513
C  1.316  2.704  2.534
H  2.210  4.625  -0.069
H  3.863  5.475  1.612
H  3.850  4.459  3.938
H  2.152  2.679  4.497
H  0.604  1.901  2.706

Now the Löwdin charges, all in e: -0.03 -0.49 0.07 0.06 0.09 -0.22 -0.22 0.05 0.05 0.05 0.05 0.32 0.13 -0.26 -0.13 -0.16 -0.02 -0.03 0.14 0.09 0.10 0.09 0.10 0.09 0.08 0.09 0.09 -0.01 -0.01 -0.15 0.10 -0.27 -0.12 0.10 0.08 0.10 0.10 0.07 0.09 -0.03 -0.06 -0.15 0.06 -0.27 -0.15 0.09 0.14 0.10 0.09 -0.12 -0.26 -0.03 -0.17 0.08 -0.10 0.07 -0.03 0.10 -0.14 -0.10 0.12 0.09 0.10 0.58 0.45 -0.19 -0.22 -0.19 0.01 0.05 0.04 0.04 0.06 0.05 0.02 0.02 0.05 -0.25 -0.24 -0.09 -0.10 -0.13 -0.09 -0.10 0.13 0.10 0.09 0.10 0.09